Formula: C27H28BiCl2N3O2S
Source: the OMol25 dataset
Level of theory: ωB97M-V with the def2-TZVPD basis set

Computed properties:
HOMO energy: -7.215 eV

```
! wB97M-V def2-TZVPD RIJCOSX def2/J DEFGRID3
* xyz 0 1
Bi -0.057 0.283 0.349
C 2.721 1.381 1.355
N 2.499 1.061 -0.053
C 3.373 -0.061 -0.387
C 3.144 -0.810 -1.702
C 1.735 -1.421 -1.857
N 1.119 -1.631 -0.583
C 1.006 -2.819 -0.112
C 0.556 -3.199 1.181
C 0.273 -4.560 1.408
C -0.103 -5.023 2.640
C -0.177 -4.131 3.714
C 0.121 -2.808 3.541
C 0.469 -2.283 2.273
O 0.736 -1.030 2.173
C 2.661 2.249 -0.883
C 1.896 2.271 -2.210
C 0.367 2.343 -2.103
N -0.255 1.067 -1.868
C -1.117 0.614 -2.699
C -1.883 -0.583 -2.617
C -2.601 -0.921 -3.785
C -3.387 -2.037 -3.871
C -3.466 -2.892 -2.768
C -2.802 -2.588 -1.611
C -2.019 -1.415 -1.471
O -1.529 -1.198 -0.284
H 3.773 1.629 1.544
H 2.440 0.525 1.968
H 2.101 2.225 1.654
H 3.245 -0.790 0.416
H 4.425 0.277 -0.380
H 3.880 -1.619 -1.708
H 3.363 -0.174 -2.559
H 1.816 -2.365 -2.420
H 1.096 -0.742 -2.422
H 1.312 -3.657 -0.758
H 0.332 -5.243 0.570
H -0.338 -6.067 2.785
H -0.475 -4.491 4.687
H 0.084 -2.110 4.364
H 3.729 2.411 -1.104
H 2.313 3.103 -0.294
H 2.167 1.417 -2.827
H 2.228 3.174 -2.732
H -0.033 2.779 -3.028
H 0.081 3.003 -1.280
H -1.290 1.187 -3.617
H -2.508 -0.270 -4.643
H -3.934 -2.257 -4.775
H -4.055 -3.797 -2.834
H -2.863 -3.236 -0.749
Cl -1.291 0.876 3.201
C -1.787 2.524 2.949
C -1.858 3.365 4.046
C -2.242 4.686 3.884
C -2.540 5.165 2.619
C -2.479 4.312 1.535
Cl -2.890 4.915 -0.024
C -2.116 2.960 1.660
S -2.176 1.922 0.262
H -1.628 2.973 5.024
H -2.329 5.334 4.741
H -2.832 6.194 2.472
*
```

Formula: C27H28Br2CoF9N5OSSi2
Source: the OMol25 dataset
Level of theory: ωB97M-V with the def2-TZVPD basis set

Computed properties:
HOMO energy (spin up / spin down): -4.286 / -4.932 eV

```
! wB97M-V def2-TZVPD RIJCOSX def2/J DEFGRID3
* xyz -1 5
Co -0.365 -0.130 -0.382
Br 6.018 0.156 1.972
C 4.238 0.071 1.341
C 3.187 0.232 2.226
C 1.907 0.166 1.706
N 1.667 -0.043 0.419
C 2.681 -0.238 -0.421
C 4.003 -0.178 0.003
C 2.290 -0.630 -1.803
C 3.194 -0.649 -2.850
C 2.749 -1.120 -4.073
Br 3.938 -1.150 -5.542
C 1.451 -1.556 -4.221
C 0.611 -1.471 -3.117
N 1.018 -1.014 -1.939
H 3.353 0.402 3.280
H 1.028 0.275 2.330
H 4.823 -0.351 -0.676
H 4.207 -0.295 -2.733
H 1.076 -1.933 -5.161
H -0.422 -1.788 -3.190
C 0.682 3.189 0.921
Si -0.905 2.601 1.729
C -2.325 3.803 1.431
C -0.568 2.586 3.594
N -1.225 0.966 1.206
C -2.017 0.150 1.907
C -3.073 0.588 2.758
C -3.836 -0.290 3.472
C -3.589 -1.679 3.389
C -2.587 -2.156 2.595
C -1.752 -1.290 1.824
N -0.731 -1.687 1.069
Si -0.083 -3.307 1.171
C -1.152 -4.594 0.342
C 0.193 -3.769 2.987
C 1.617 -3.378 0.382
H 0.650 4.262 0.721
H 0.857 2.685 -0.032
H 1.534 3.000 1.578
H -1.960 4.746 1.017
H -2.848 4.026 2.365
H -3.047 3.391 0.727
H -0.635 3.601 3.997
H 0.439 2.220 3.810
H -1.279 1.964 4.139
H -3.292 1.648 2.800
H -4.648 0.076 4.089
H -4.213 -2.370 3.943
H -2.436 -3.224 2.519
H -2.137 -4.668 0.808
H -0.676 -5.578 0.401
H -1.312 -4.351 -0.711
H -0.595 -4.414 3.379
H 0.230 -2.877 3.616
H 1.142 -4.300 3.098
H 1.590 -3.186 -0.690
H 2.013 -4.387 0.530
H 2.315 -2.680 0.851
F 1.654 1.765 -4.009
C 1.056 2.711 -3.259
F 1.064 3.850 -3.975
F 1.850 2.913 -2.196
C -0.366 2.232 -2.802
O -0.237 1.328 -1.858
C -1.182 3.490 -2.343
F -2.237 3.119 -1.619
F -1.636 4.249 -3.359
F -0.433 4.301 -1.570
C -1.100 1.645 -4.069
F -2.424 1.616 -3.898
F -0.860 2.357 -5.196
F -0.692 0.395 -4.308
S -2.756 -0.775 -1.353
C -2.464 -2.155 -2.235
N -2.233 -3.117 -2.851
*
```

Formula: C27H28CaCl3N6O10S2
Source: the OMol25 dataset
Level of theory: ωB97M-V with the def2-TZVPD basis set

Computed properties:
Energy relative to the best compared isomer or geometry (same formula, charge and spin): 7.3 kcal per mole
HOMO energy: -5.026 eV

```
! wB97M-V def2-TZVPD RIJCOSX def2/J DEFGRID3
* xyz -1 1
Ca 0.587 -0.096 0.364
O 4.591 0.167 1.073
C 3.445 -0.177 0.817
O 2.401 0.006 1.571
C 3.130 -0.807 -0.598
O 3.730 -1.799 -0.983
O 2.173 -0.177 -1.215
S 0.371 -6.423 -4.269
N -0.411 -5.019 -4.412
C -0.131 -4.320 -3.327
C -0.610 -2.970 -3.040
C -1.419 -2.270 -3.932
C -1.801 -0.989 -3.617
C -1.361 -0.448 -2.411
N -0.591 -1.107 -1.556
C -0.204 -2.361 -1.854
C 0.653 -3.104 -0.868
N 0.946 -2.503 0.294
C 1.693 -3.142 1.180
C 2.210 -4.416 0.958
C 1.921 -5.040 -0.229
C 1.116 -4.383 -1.157
C 0.727 -4.996 -2.422
N 1.081 -6.199 -2.839
H -1.730 -2.749 -4.852
H -2.421 -0.399 -4.277
H -1.643 0.554 -2.107
H 1.897 -2.598 2.095
H 2.838 -4.879 1.705
H 2.302 -6.025 -0.462
C 1.484 3.062 2.435
S 1.476 3.343 0.679
C 3.224 3.118 0.421
O 0.798 2.156 0.032
H 2.144 3.815 2.870
H 1.850 2.048 2.615
H 0.469 3.176 2.810
H 3.709 4.083 0.578
H 3.344 2.807 -0.617
H 3.630 2.344 1.073
Cl -0.196 3.037 -2.931
C 1.184 1.957 -3.237
Cl 2.129 2.479 -4.655
H 0.817 0.959 -3.428
H 1.818 1.941 -2.364
O -0.127 -1.195 3.457
Cl -1.101 -0.451 2.705
O -0.517 0.839 2.276
O -2.295 -0.229 3.466
O -1.402 -1.179 1.449
C -7.244 -2.630 -0.431
C -7.084 -2.153 1.005
N -5.889 -1.341 1.203
C -4.749 -1.956 1.877
C -4.121 -3.088 1.079
C -5.963 -0.037 0.840
O -6.991 0.452 0.387
C -4.725 0.816 0.940
C -4.699 1.958 1.725
C -3.605 2.801 1.636
C -2.584 2.482 0.754
N -2.585 1.382 0.008
C -3.638 0.574 0.116
H -8.170 -3.196 -0.548
H -6.411 -3.267 -0.732
H -7.286 -1.771 -1.101
H -7.012 -2.998 1.693
H -7.953 -1.557 1.287
H -5.092 -2.329 2.847
H -4.008 -1.191 2.080
H -4.801 -3.935 0.965
H -3.220 -3.436 1.586
H -3.823 -2.743 0.087
H -5.527 2.185 2.386
H -3.543 3.701 2.234
H -1.719 3.126 0.639
H -3.617 -0.324 -0.496
*
```

Formula: C27H28CaN10O5
Source: the OMol25 dataset
Level of theory: ωB97M-V with the def2-TZVPD basis set

Computed properties:
Energy relative to the best compared isomer or geometry (same formula, charge and spin): 16.4 kcal per mole
HOMO energy: -1.820 eV

```
! wB97M-V def2-TZVPD RIJCOSX def2/J DEFGRID3
* xyz -2 1
Ca 0.855 0.258 -1.083
O 1.233 -4.116 -1.122
C 0.624 -3.036 -1.102
N 0.747 -1.940 -1.856
C 1.435 -2.029 -3.109
C 1.596 -3.252 -3.782
C 2.156 -3.347 -5.047
C 2.592 -2.200 -5.691
C 2.446 -0.971 -5.062
C 1.869 -0.841 -3.791
N 1.606 0.438 -3.211
C 2.209 1.549 -3.631
O 3.155 1.710 -4.420
C 1.600 2.840 -3.052
C 2.338 4.018 -3.124
C 1.781 5.186 -2.644
C 0.496 5.157 -2.111
C -0.168 3.946 -2.084
N 0.365 2.809 -2.549
C -0.483 -2.989 -0.037
C -0.307 -3.767 1.109
C -1.336 -3.877 2.015
C -2.534 -3.216 1.753
C -2.616 -2.452 0.605
N -1.615 -2.325 -0.279
H 1.270 -4.149 -3.281
H 2.265 -4.322 -5.512
H 3.044 -2.250 -6.676
H 2.783 -0.071 -5.550
H 3.327 3.968 -3.556
H 2.342 6.114 -2.676
H 0.024 6.044 -1.710
H -1.162 3.872 -1.651
H 0.646 -4.255 1.251
H -1.212 -4.464 2.917
H -3.377 -3.279 2.430
H -3.527 -1.904 0.379
N -1.502 0.508 -1.639
C -2.289 1.155 -0.566
C -1.419 1.980 0.407
O -2.017 2.721 1.225
N -0.121 1.760 0.269
C 0.848 2.494 1.079
C 2.182 1.704 1.198
O 2.893 1.923 2.176
O 2.418 0.877 0.228
H -1.242 1.183 -2.357
H -1.962 -0.294 -2.048
H -2.783 0.379 0.026
H -3.076 1.820 -0.931
H 0.481 2.750 2.071
H 1.103 3.452 0.601
C -1.986 -1.044 5.370
C -2.015 0.174 4.452
C -2.751 -0.144 3.156
C -0.614 0.734 4.190
N 0.346 -0.286 3.764
C 0.649 -0.732 2.548
N 1.515 -1.714 2.654
N 1.746 -1.844 3.990
N 1.053 -0.983 4.663
H -3.007 -1.356 5.611
H -1.453 -0.847 6.305
H -1.486 -1.885 4.881
H -2.547 0.979 4.970
H -2.280 -0.994 2.648
H -2.753 0.711 2.476
H -3.789 -0.425 3.363
H -0.202 1.168 5.098
H -0.645 1.499 3.418
H 0.237 -0.283 1.642
*
```

- Number 1 is which compound?
  C27H28BiCl2N3O2S